(1)
Computed, not measured: a structure of composition F2HO2P at a distorted geometry, with wB97M-V/def2-TZVPD.

## Properties
Total charge = 0
E_LUMO (alpha / beta) = -0.0834 / -0.0834 Ha
Energy above the lowest of the compared OMol25 structures with the same formula, charge and spin = 126.54 kcal/mol

Geometry (Å):
O 0.016 1.055 -1.676
O 1.790 -0.271 0.080
F 0.921 0.398 -2.474
F 3.012 0.614 0.493
P 0.430 0.451 0.250
H -0.180 -0.834 0.423



(2)
Computed, not measured: a cluster of 2 separate species, F2NOP in total at a distorted geometry, with wB97M-V/def2-TZVPD.

## Properties
Total charge = 0
E_LUMO (alpha / beta) = -0.0843 / -0.0972 Ha
Energy above the lowest of the compared OMol25 structures with the same formula, charge and spin = 77.26 kcal/mol

Geometry (Å):
N -0.470 -0.239 0.401
O -1.131 -0.285 1.372
F -0.245 -0.076 -1.885
F 1.715 -0.261 0.730
P 0.131 0.861 -0.618



(3)
Computed, not measured: a structure of composition F2PSr at a distorted geometry, with wB97M-V/def2-TZVPD.

## Properties
Total charge = +1
E_LUMO (alpha / beta) = -0.2575 / -0.2577 Ha

Geometry (Å):
F 2.282 -0.859 0.113
P 1.810 0.672 0.172
F -2.951 -0.185 0.224
Sr -1.140 0.372 -0.510



(4)
Computed, not measured: a structure of composition F2Sn at a distorted geometry, with wB97M-V/def2-TZVPD.

## Properties
Total charge = 0
E_LUMO = -0.1326 Ha

Geometry (Å):
Sn -0.572 1.156 0.751
F 1.896 -0.314 0.388
F -1.324 -0.842 -1.139



(5)
Computed, not measured: a cluster of 2 separate species, F3H in total, with wB97M-V/def2-TZVPD.

## Properties
Total charge = 0
Structure (SMILES) = FF.F
E_LUMO = -0.0331 Ha
Energy above the lowest of the compared OMol25 structures with the same formula, charge and spin = 0.00 kcal/mol

Geometry (Å):
F -0.190 0.406 -0.220
F -1.008 1.505 -0.005
F 1.112 -1.744 0.120
H 0.770 -1.507 0.950



(6)
Computed, not measured: a cluster of 2 separate species, F3H3S2Si2 in total at a distorted geometry, with wB97M-V/def2-TZVPD.

## Properties
Total charge = 0
Structure (SMILES) = F[SiH](F)F.S=[SiH]S
E_LUMO = -0.0292 Ha
Energy above the lowest of the compared OMol25 structures with the same formula, charge and spin = 24.62 kcal/mol

Geometry (Å):
F -3.163 -1.506 1.084
Si -1.775 -1.591 0.372
F -1.162 -0.232 0.971
F -2.257 -1.488 -1.196
H -0.874 -2.886 0.306
S 1.893 -0.510 -0.901
Si 1.889 1.460 -0.999
S 2.133 2.614 0.802
H 1.518 2.464 -2.030
H 1.797 1.675 1.592